1.
The following is a quantum chemistry calculation of C16H64B6KO8Zr as an isolated structure, from OMol25.

The value obtained for the LUMO energy is 1.66 eV. As for the total energy: -55656.7960 eV. For the largest force on an atom, the calculation gives 4.71 eV/Å. For the HOMO-LUMO gap, the calculation gives 7.13 eV.

Geometry as ORCA input:
```
! wB97M-V def2-TZVPD RIJCOSX def2/J DEFGRID3
* xyz -1 1
Zr 1.14139 2.37460 -1.43518
K 2.90337 -1.67315 -1.95396
B 4.06838 -1.88995 0.79480
H 3.83277 -2.80886 0.28069
H 4.84537 -1.34628 0.28007
H 3.19687 -1.25390 0.80720
H 4.41299 -2.08202 1.79909
B 3.10347 1.84121 0.62695
H 3.54769 1.01977 0.08644
H 2.55081 1.49781 1.48769
H 3.90752 2.48426 0.94976
H 2.36698 2.28985 -0.02156
B -0.10238 2.49505 -3.43374
H -0.50715 2.93855 -2.53725
H 0.50244 3.27396 -3.87161
H 0.47055 1.61603 -3.18214
H -0.88640 2.18814 -4.10855
B -0.15343 2.54673 0.39269
H -0.66331 2.56566 -0.55805
H 0.49395 3.40148 0.51324
H -0.93231 2.55481 1.13937
H 0.43461 1.64491 0.46473
B 0.59298 0.06523 -1.25181
H -0.21183 0.78210 -1.30295
H 0.27677 -0.82147 -0.72452
H 0.87401 -0.22535 -2.25222
H 1.45314 0.47249 -0.74337
B 3.07208 2.05796 -2.63420
H 2.47962 1.20638 -2.33744
H 2.56477 2.54301 -3.45372
H 3.18577 2.76822 -1.82995
H 4.08199 1.80762 -2.91992
C 1.58757 -4.85874 -0.20079
O 1.33412 -4.04948 -1.32990
C 0.00557 -4.18085 -1.80699
C -0.21822 -3.29596 -3.03041
O 0.93589 -3.35844 -3.88207
C 0.59402 -3.08528 -5.24126
H 2.60310 -4.79833 0.19056
H 1.25529 -5.89409 -0.27656
H 0.96367 -4.44194 0.58986
H -0.68732 -3.93038 -1.00369
H -0.05311 -5.23422 -2.08102
H -0.55825 -2.29635 -2.75970
H -1.11271 -3.72232 -3.48449
H 0.06221 -2.13858 -5.33626
H 0.05145 -3.83608 -5.81572
H 1.48551 -3.01346 -5.86431
C 3.96271 3.47688 3.42760
O 4.19569 2.05797 3.69777
C 3.41602 1.59813 4.79013
C 2.11879 0.90517 4.30076
O 2.53978 -0.26550 3.64649
C 1.47208 -0.99426 3.03880
H 4.71495 3.72772 2.67973
H 4.24785 4.02326 4.32662
H 2.97244 3.72502 3.04565
H 3.26089 2.37399 5.53985
H 4.07190 0.84292 5.22324
H 1.66852 1.65033 3.64495
H 1.38599 0.76964 5.09620
H 1.19059 -0.52098 2.09813
H 0.59588 -1.06271 3.68354
H 1.71610 -2.04738 2.89917
C -3.86013 1.83020 -4.14126
O -4.18781 0.65364 -3.34915
C -3.16739 0.01978 -2.58190
C -3.66238 -1.27393 -1.86406
O -3.88791 -2.33151 -2.80043
C -5.16072 -2.23913 -3.35209
H -4.75787 2.26825 -4.57745
H -3.31605 1.59868 -5.05695
H -3.43784 2.67749 -3.60101
H -2.73679 0.68471 -1.83319
H -2.36006 -0.35051 -3.21374
H -4.55444 -0.96854 -1.31720
H -3.01213 -1.61881 -1.06010
H -5.31406 -1.36452 -3.98426
H -5.90126 -2.19652 -2.55342
H -5.34872 -3.09631 -3.99862
C -4.54761 1.13982 4.69086
O -3.64799 2.24317 4.88100
C -2.25390 1.75378 4.93896
C -1.81043 1.09298 3.60563
O -2.05978 -0.29191 3.53734
C -2.19266 -0.82497 2.25910
H -5.56434 1.38558 4.99741
H -4.17599 0.21254 5.12692
H -4.64846 0.89889 3.63262
H -1.98765 1.06840 5.74361
H -1.59573 2.61627 5.04404
H -0.73196 1.15053 3.45835
H -2.24373 1.75656 2.85729
H -2.83780 -0.26352 1.58332
H -2.50105 -1.87022 2.28048
H -1.21782 -0.82139 1.77147
*
```


2.
The following is a quantum chemistry calculation of a 16-piece molecular cluster, C16H64N32O16 overall, from OMol25.

The calculation puts the energy relative to the best compared isomer or geometry (same formula, charge and spin) at 387.9 kcal per mole. The value obtained for the LUMO energy is -0.26 eV. As for the total energy: -98076.4765 eV. For the largest force on an atom, the calculation gives 12.93 eV/Å. For the HOMO-LUMO gap, the calculation gives 8.95 eV.

Geometry as ORCA input:
```
! wB97M-V def2-TZVPD RIJCOSX def2/J DEFGRID3
* xyz 0 1
C -6.86032 1.22457 -0.58866
O -7.37468 1.91388 -1.48834
N -5.69900 0.71379 -0.64167
N -7.48197 0.67903 0.45884
H -5.56661 -0.05115 0.00441
H -5.16028 0.84382 -1.48605
H -6.92993 0.14340 1.11340
H -8.47275 0.78516 0.62378
C -0.00151 -8.83165 2.46312
O -0.85839 -8.92995 1.63534
N 0.53934 -7.70837 2.91104
N 0.39384 -9.86710 3.13102
H 0.90654 -7.69363 3.85180
H 0.20823 -6.82312 2.55495
H 1.22810 -9.80943 3.69739
H 0.08690 -10.80655 2.92289
C -5.43810 -4.92103 -1.60046
O -5.53821 -4.45352 -2.72010
N -6.35307 -4.98008 -0.71061
N -4.26396 -5.28708 -1.17229
H -7.27517 -4.56922 -0.74254
H -6.18441 -5.68553 -0.00776
H -3.61192 -4.98316 -1.88122
H -3.90673 -5.93411 -0.48393
C -4.70623 -2.85353 4.48074
O -5.65711 -2.10137 4.31963
N -4.86820 -4.06407 4.90044
N -3.45392 -2.59413 4.28586
H -4.03566 -4.58502 5.13618
H -5.83727 -4.30270 5.05558
H -3.22661 -1.77238 3.74441
H -2.72903 -3.22671 4.59320
C 0.08773 -0.17649 0.09669
O 0.43578 -1.03316 0.91068
N 0.00172 1.05996 0.35017
N 0.02945 -0.54393 -1.14288
H -0.71249 1.49550 -0.21579
H 0.03156 1.32261 1.32497
H -0.51471 -0.06784 -1.84810
H 0.54276 -1.38238 -1.37440
C -2.62943 1.87019 -6.58594
O -2.21765 1.20308 -5.63532
N -3.76596 1.66329 -7.25497
N -2.11169 2.84879 -7.20587
H -4.47905 1.02067 -6.94090
H -4.05198 2.23559 -8.03649
H -2.50099 3.17954 -8.07717
H -1.15451 3.02665 -6.93705
C 4.24419 1.19421 -6.15443
O 4.76956 2.27206 -5.84421
N 3.54040 1.04866 -7.12000
N 4.24231 0.22736 -5.31080
H 3.40358 1.74785 -7.83589
H 3.09037 0.18372 -7.38354
H 3.59146 -0.49878 -5.57390
H 4.61580 0.30147 -4.37533
C 4.31979 -3.57299 6.32594
O 3.92315 -2.64989 7.05138
N 5.03824 -4.60908 6.67186
N 4.10306 -3.51035 5.06366
H 5.39038 -5.19644 5.92949
H 5.15219 -4.68615 7.67245
H 4.42363 -4.29061 4.50822
H 3.27853 -2.97346 4.83565
C 1.80030 6.39849 -3.73204
O 0.95533 7.14647 -3.31670
N 2.61542 6.45778 -4.77911
N 1.87350 5.28990 -3.17373
H 3.30921 5.72470 -4.74220
H 2.56326 7.23913 -5.41697
H 2.40769 4.46257 -3.39796
H 1.25645 5.20426 -2.37875
C -3.90467 6.85260 0.46576
O -3.02886 6.10375 0.59536
N -5.10552 6.58968 0.92409
N -3.87460 7.96758 -0.18821
H -5.16500 5.75605 1.49123
H -5.80143 7.25924 0.62829
H -2.99435 7.84658 -0.66845
H -4.65591 8.55289 -0.44717
C -1.40604 2.63433 6.55258
O -0.90399 2.27425 5.49789
N -0.84865 2.47411 7.71380
N -2.43782 3.44660 6.68104
H -1.40347 2.39299 8.55386
H -0.01546 1.90327 7.71966
H -2.94969 3.70416 5.84933
H -2.58806 3.76865 7.62646
C 0.30893 8.86064 4.33070
O 1.03112 9.80202 4.77660
N -0.96854 8.83736 4.16461
N 0.85493 7.73055 3.99978
H -1.27721 8.04444 3.62045
H -1.60692 9.52663 4.53539
H 1.83552 7.57704 4.18682
H 0.28730 7.00161 3.59165
C -1.28452 -4.35489 -7.45134
O -0.23472 -3.77562 -7.76125
N -1.90794 -5.24477 -8.13627
N -2.03372 -3.84374 -6.54811
H -1.45730 -5.49894 -9.00370
H -2.80767 -5.58525 -7.82861
H -1.66161 -3.03385 -6.07300
H -2.91982 -4.31480 -6.43395
C 2.94822 -5.73541 -3.16964
O 1.70075 -5.97572 -3.07651
N 3.67288 -5.55920 -4.28988
N 3.74635 -5.80004 -2.09978
H 4.67036 -5.43893 -4.39311
H 3.01215 -5.50027 -5.05150
H 4.56533 -5.21820 -2.20383
H 3.43160 -6.10162 -1.18869
C 5.36438 3.66425 4.26503
O 6.06384 3.44858 3.33008
N 4.34509 2.89910 4.47429
N 5.49617 4.63217 5.07834
H 3.56233 3.27165 4.99256
H 4.24858 2.26088 3.69746
H 5.14569 4.42043 6.00161
H 6.44198 4.94973 4.92118
C 7.51952 -1.21223 -0.48063
O 7.48111 -2.21569 -1.14505
N 8.42478 -0.31623 -0.34512
N 6.55641 -0.73662 0.20812
H 9.09499 -0.34315 -1.10023
H 8.06824 0.53265 0.07007
H 6.83982 0.02833 0.80363
H 5.75489 -1.31160 0.42505
*
```